Below is a molecular structure, C24H18F15GeN4OSZn at a distorted geometry, with properties calculated with ωB97M-V with the def2-TZVPD basis set.

Last column: Löwdin charge in e.
Positions of all 65 atoms, in Å:
Zn 0.19 -0.25 -0.14  0.087
N -0.63 -1.14 1.47  -0.017
C -1.12 -0.02 2.31  -0.261
C -0.20 1.19 2.31  -0.182
N 0.31 1.60 0.98  -0.214
C -0.52 2.55 0.21  -0.177
C -1.63 1.91 -0.61  -0.215
N -1.22 0.79 -1.45  -0.148
C 1.73 2.02 1.04  -0.173
C 2.70 0.85 1.18  -0.235
N 2.38 -0.10 0.13  -0.057
H -1.43 -1.70 1.18  0.086
H 0.01 -1.76 1.96  0.097
H -1.31 -0.32 3.34  0.099
H -2.10 0.27 1.88  0.055
H 0.68 0.99 2.93  0.105
H -0.74 2.02 2.79  0.099
H 0.14 3.12 -0.43  0.112
H -1.01 3.26 0.89  0.107
H -2.14 2.71 -1.16  0.112
H -2.38 1.47 0.06  0.073
H -0.33 1.43 -3.10  0.119
H -1.90 0.10 -1.74  0.126
H 1.88 2.73 1.87  0.126
H 1.96 2.54 0.12  0.118
H 2.58 0.35 2.14  0.106
H 3.72 1.23 1.15  0.117
H 2.70 -1.05 0.25  0.054
H 2.72 0.16 -0.79  0.084
O -0.11 0.88 -2.32  -0.107
F 0.20 -5.16 -1.22  0.062
C 0.43 -5.63 -2.45  -0.235
C 0.97 -4.82 -3.44  -0.157
C 1.15 -5.42 -4.67  -0.235
F 1.68 -4.71 -5.69  0.074
C 0.81 -6.73 -4.94  -0.146
F 1.00 -7.27 -6.16  0.102
C 0.27 -7.50 -3.93  -0.142
F -0.06 -8.78 -4.16  0.107
C 0.08 -6.95 -2.68  -0.143
F -0.44 -7.70 -1.70  0.103
Ge 1.55 -2.88 -3.29  0.704
S 0.82 -2.00 -1.42  0.249
C 3.59 -3.49 -2.63  -0.131
C 4.65 -3.21 -3.46  -0.256
F 4.45 -2.74 -4.71  0.053
C 5.98 -3.39 -3.08  -0.156
F 6.99 -3.10 -3.92  0.093
C 6.26 -3.86 -1.82  -0.152
F 7.53 -4.03 -1.42  0.098
C 5.22 -4.16 -0.96  -0.157
F 5.50 -4.63 0.28  0.088
C 3.91 -3.98 -1.39  -0.256
F 2.95 -4.33 -0.50  0.043
C -0.03 -2.25 -4.66  -0.150
C -1.36 -2.60 -4.53  -0.243
F -1.75 -3.46 -3.56  0.065
C -2.36 -2.10 -5.34  -0.154
F -3.64 -2.45 -5.18  0.094
C -2.02 -1.21 -6.35  -0.152
F -2.97 -0.71 -7.15  0.100
C -0.70 -0.84 -6.52  -0.156
F -0.38 0.02 -7.50  0.092
C 0.26 -1.37 -5.68  -0.254
F 1.53 -0.96 -5.89  0.053

E_HOMO (alpha / beta) = -3.174 / -0.877 eV
Kohn-Sham gap (alpha / beta) = 4.890 / 2.510 eV
Lowest unoccupied orbital energy (alpha / beta) = 1.72 / 1.63 eV
Net charge = -1

Below is a molecular structure, C24H18N7ORuS4 at a distorted geometry, with properties calculated with ωB97M-V with the def2-TZVPD basis set.

Last column: Mulliken spin population.
Positions of all 55 atoms, in Å:
Ru -0.68 0.91 1.44  0.743
S -1.57 -0.22 3.18  0.107
C -0.05 -0.27 4.07  -0.001
C 0.26 -1.34 4.90  0.017
C 1.45 -1.34 5.62  0.002
C 1.76 -2.46 6.46  0.002
N 2.00 -3.37 7.12  0.003
C 2.33 -0.25 5.51  0.001
C 2.02 0.81 4.68  0.016
C 0.83 0.81 3.96  -0.015
S 0.36 2.20 2.97  0.140
C 3.57 -0.23 6.25  0.001
N 4.55 -0.18 6.84  0.001
H -0.42 -2.18 4.99  -0.003
H 2.70 1.65 4.60  0.001
S -1.70 -4.37 -2.55  0.000
C -1.41 -2.93 -1.58  0.000
C -0.31 -2.10 -1.75  -0.001
C -0.11 -1.06 -0.88  -0.018
N -0.92 -0.80 0.16  0.008
C -2.00 -1.59 0.31  -0.002
C -2.27 -2.65 -0.53  0.000
C -1.27 -3.79 -4.17  0.000
C 0.01 -3.98 -4.67  0.000
C 0.29 -3.54 -5.96  0.000
N -0.61 -2.95 -6.75  0.000
C -1.83 -2.79 -6.25  0.000
C -2.22 -3.19 -4.98  0.000
H 0.39 -2.26 -2.56  0.000
H 0.75 -0.41 -0.97  0.000
H -2.66 -1.36 1.13  -0.001
H -3.15 -3.26 -0.36  0.001
H 0.77 -4.48 -4.08  0.000
H 1.28 -3.68 -6.38  0.000
H -2.55 -2.31 -6.91  0.000
H -3.22 -3.01 -4.63  0.000
N -3.25 -0.61 -3.07  -0.001
C -3.08 0.32 -2.40  -0.001
N -2.90 1.43 -1.72  -0.003
C -2.53 1.60 -0.54  -0.010
N -2.21 1.88 0.56  0.011
O 0.92 1.44 0.02  -0.005
S 1.33 2.63 -0.87  0.003
C 0.05 3.90 -0.73  0.000
C 0.74 5.18 -0.28  0.000
C 1.80 4.75 0.73  0.005
C 2.54 3.60 0.06  -0.001
H -0.64 3.51 0.03  -0.001
H -0.47 3.96 -1.68  0.000
H 0.02 5.87 0.14  0.000
H 1.20 5.68 -1.14  0.000
H 1.33 4.40 1.64  -0.004
H 2.48 5.56 0.99  0.000
H 3.04 2.90 0.74  0.001
H 3.26 3.95 -0.68  0.000

E_HOMO (alpha / beta) = -8.102 / -8.347 eV
Multiplicity = 2
Kohn-Sham gap (alpha / beta) = 6.700 / 6.632 eV
Lowest unoccupied orbital energy (alpha / beta) = -1.40 / -1.72 eV

These records have DFT total energy values of -189714.3243, -83579.4996 eV, in the order they appear.
These records have energy relative to the best compared isomer or geometry (same formula, charge and spin) values of 525.9, 0.0 kJ/mol, in the order they appear.